1.
{"formula": "C22H48Br10N4O4", "method": "ωB97M-V/def2-TZVPD", "species": ["C", "N", "C", "C", "O", "H", "H", "H", "H", "H", "H", "H", "C", "N", "C", "C", "O", "H", "H", "H", "H", "H", "H", "H", "C", "N", "C", "C", "O", "H", "H", "H", "H", "H", "H", "H", "C", "N", "C", "C", "O", "H", "H", "H", "H", "H", "H", "H", "Br", "C", "C", "Br", "H", "H", "H", "H", "Br", "C", "C", "Br", "H", "H", "H", "H", "Br", "C", "C", "Br", "H", "H", "H", "H", "Br", "C", "C", "Br", "H", "H", "H", "H", "Br", "C", "C", "Br", "H", "H", "H", "H"], "positions_angstrom": [[-1.79, 3.81, 0.56], [-2.94, 3.24, -0.15], [-2.68, 1.99, -0.81], [-4.16, 3.83, -0.12], [-5.06, 3.26, -0.74], [-1.09, 4.06, -0.24], [-1.45, 3.13, 1.34], [-2.12, 4.76, 0.99], [-3.58, 1.45, -1.12], [-2.06, 2.06, -1.70], [-2.05, 1.37, -0.17], [-4.19, 4.66, 0.60], [-2.80, 0.40, 6.04], [-2.55, 0.66, 4.65], [-3.81, 0.78, 3.82], [-1.31, 0.91, 4.17], [-1.01, 0.96, 2.97], [-3.37, -0.53, 6.10], [-3.35, 1.26, 6.42], [-1.89, 0.39, 6.65], [-4.49, 1.54, 4.21], [-3.75, 1.27, 2.85], [-4.23, -0.22, 3.70], [-0.58, 1.10, 4.97], [0.55, 0.42, -1.28], [-0.01, -0.92, -1.24], [0.12, -1.56, 0.10], [-0.32, -1.62, -2.30], [-0.69, -2.77, -2.28], [0.10, 1.01, -2.07], [1.61, 0.36, -1.50], [0.43, 1.11, -0.45], [-0.25, -2.58, 0.16], [1.20, -1.51, 0.23], [-0.39, -0.86, 0.77], [-0.23, -0.99, -3.20], [3.37, 3.35, 3.58], [2.19, 3.38, 2.82], [0.88, 3.59, 3.41], [2.24, 3.18, 1.44], [1.30, 3.08, 0.69], [3.46, 4.28, 4.15], [4.21, 3.16, 2.91], [3.27, 2.53, 4.29], [0.62, 2.74, 4.04], [0.69, 4.57, 3.85], [0.12, 3.67, 2.63], [3.26, 3.11, 1.03], [3.10, 1.65, -4.12], [4.51, 2.06, -2.79], [4.37, 3.40, -2.14], [5.68, 3.75, -0.60], [5.49, 1.91, -3.25], [4.38, 1.39, -1.94], [3.41, 3.69, -1.71], [4.50, 4.20, -2.87], [3.71, 0.13, 0.10], [4.04, -0.30, 2.01], [2.63, -0.46, 2.68], [3.02, -0.25, 4.66], [4.44, 0.58, 2.49], [4.77, -1.11, 2.06], [2.47, -1.51, 2.45], [1.81, 0.11, 2.25], [-3.76, -4.01, 0.60], [-4.29, -4.28, -1.29], [-4.04, -2.88, -1.84], [-4.68, -2.94, -3.78], [-5.35, -4.53, -1.25], [-3.63, -5.07, -1.65], [-3.01, -2.55, -1.69], [-4.59, -2.04, -1.42], [4.12, -6.32, -2.56], [3.92, -5.12, -1.02], [2.97, -3.96, -1.34], [3.65, -2.61, -2.65], [4.87, -4.69, -0.71], [3.59, -5.79, -0.22], [3.03, -3.39, -0.42], [1.94, -4.23, -1.57], [-3.17, -6.00, -7.56], [-3.06, -4.24, -6.55], [-1.64, -3.68, -6.73], [-1.32, -2.07, -5.55], [-3.27, -4.43, -5.50], [-3.74, -3.52, -7.02], [-1.44, -3.38, -7.76], [-0.82, -4.37, -6.55]], "total_charge": 0, "multiplicity": 1, "homo_lumo_gap_ev": 8.96, "smiles": "CN(C)C=O.CN(C)C=O.CN(C)C=O.CN(C)C=O.BrCCBr.BrCCBr.BrCCBr.BrCCBr.BrCCBr", "e_tot_ha": -27127.1025, "e_lumo_ev": 0.0}

=====

2.
{"formula": "C4H8ClNS", "method": "ωB97M-V/def2-TZVPD", "species": ["H", "N", "C", "Cl", "S", "C", "C", "C", "H", "H", "H", "H", "H", "H", "H"], "positions_angstrom": [[-3.14, -2.15, 0.85], [-2.49, -1.51, 0.37], [-2.91, -0.37, 0.18], [-4.60, 0.11, -0.06], [-1.87, 1.08, -0.08], [-0.23, 0.28, 0.30], [0.22, -0.52, -1.05], [0.70, 1.41, 0.51], [-0.37, -0.47, 1.17], [-0.79, -0.57, -1.51], [0.93, -0.08, -1.68], [0.51, -1.54, -0.81], [0.72, 1.94, -0.39], [1.60, 0.79, 0.58], [0.65, 2.07, 1.32]], "total_charge": 0, "multiplicity": 1, "homo_lumo_gap_ev": 10.16, "smiles": "[H]/N=C(\\Cl)SC(C)C", "e_tot_ha": -1070.3009, "e_lumo_ev": 0.8}

=====

3.
{"formula": "C4H7NS", "method": "ωB97M-V/def2-TZVPD", "species": ["S", "C", "N", "C", "C", "C", "H", "H", "H", "H", "H", "H", "H"], "positions_angstrom": [[3.49, -0.06, 0.07], [1.87, -0.35, 0.04], [1.04, 0.58, -0.18], [-0.27, 0.55, -0.21], [-1.04, -0.57, -0.62], [-1.36, -0.09, 0.77], [1.34, -1.33, -0.08], [1.29, 1.73, 0.02], [-0.74, 1.51, -0.57], [-1.62, -0.43, -1.75], [-0.39, -1.62, -0.27], [-1.26, -0.62, 1.90], [-2.33, 0.69, 0.87]], "total_charge": 0, "multiplicity": 1, "homo_lumo_gap_ev": 8.69, "smiles": "S=CNC1CC1", "e_tot_ha": -609.3668, "e_lumo_ev": 0.4}

=====

4.
{"formula": "C5H14ClN3", "method": "ωB97M-V/def2-TZVPD", "species": ["C", "N", "C", "N", "C", "Cl", "C", "C", "N", "H", "H", "H", "H", "H", "H", "H", "H", "H", "H", "H", "H", "H", "H"], "positions_angstrom": [[2.09, -1.82, -1.70], [1.30, -1.51, -0.36], [0.89, -0.01, -0.42], [-0.03, 0.36, -1.51], [0.04, 0.13, 1.00], [0.50, -1.06, 2.22], [-1.09, 0.91, 1.19], [-2.12, 0.67, 2.17], [-1.28, 2.09, 0.21], [3.06, -1.24, -1.79], [2.62, -2.84, -1.47], [1.50, -1.83, -2.61], [0.47, -2.17, -0.23], [1.83, -1.81, 0.51], [1.68, 0.77, -0.50], [0.44, 0.55, -2.41], [-0.83, -0.17, -1.57], [-3.09, 0.99, 1.64], [-2.09, 1.33, 3.12], [-2.20, -0.35, 2.39], [-0.54, 2.80, 0.50], [-2.19, 2.53, 0.41], [-0.95, 1.68, -0.79]], "total_charge": 2, "multiplicity": 1, "homo_lumo_gap_ev": 10.40, "smiles": "C[NH2+][C@@H](N)/C(Cl)=C(/C)[NH3+]", "e_tot_ha": -822.6734, "e_lumo_ev": -7.1}

=====

5.
{"formula": "C5H39NO15", "method": "ωB97M-V/def2-TZVPD", "species": ["C", "O", "C", "C", "C", "C", "N", "H", "H", "H", "H", "H", "H", "H", "H", "H", "H", "H", "H", "H", "O", "H", "H", "O", "H", "H", "O", "H", "H", "O", "H", "H", "O", "H", "H", "O", "H", "H", "O", "H", "H", "O", "H", "H", "O", "H", "H", "O", "H", "H", "O", "H", "H", "O", "H", "H", "O", "H", "H", "O"], "positions_angstrom": [[3.04, 1.25, 2.33], [2.25, 2.27, 2.90], [2.29, 0.12, 1.62], [0.73, 0.26, 1.33], [0.07, -1.09, 1.52], [-0.73, -1.49, 0.52], [-1.64, -2.54, 0.64], [3.69, 0.82, 3.10], [3.63, 1.80, 1.57], [1.61, 1.91, 3.54], [2.63, -0.02, 0.57], [2.45, -0.88, 2.01], [0.67, 0.63, 0.28], [0.46, 1.02, 2.08], [0.06, -1.32, 2.59], [-0.75, -0.97, -0.44], [-1.42, -3.13, 1.43], [-2.01, -3.09, -0.16], [1.89, -2.64, 1.77], [2.62, -3.87, 1.56], [1.95, -3.52, 2.16], [-0.31, 2.24, -1.54], [0.67, 2.80, -0.49], [0.67, 2.34, -1.37], [-2.27, 1.48, -1.93], [-2.50, 2.71, -1.02], [-1.93, 2.43, -1.74], [2.38, -4.13, -2.50], [1.86, -2.67, -2.13], [1.69, -3.64, -2.04], [1.31, 2.90, 1.64], [1.08, 4.39, 1.10], [0.72, 3.50, 1.10], [-2.58, 1.97, 2.15], [-2.56, 0.53, 1.59], [-3.13, 1.16, 2.04], [2.40, -0.55, -3.38], [1.69, -0.34, -2.06], [2.16, -1.04, -2.57], [-0.76, 0.21, 5.03], [-1.35, 0.89, 3.79], [-0.54, 0.82, 4.32], [-1.63, -3.39, -1.47], [-0.44, -4.17, -2.11], [-1.27, -3.71, -2.30], [-1.42, 3.91, 3.12], [-0.70, 3.21, 1.92], [-1.55, 3.23, 2.45], [-3.72, -1.95, -0.78], [-2.74, -2.18, -1.94], [-3.51, -2.56, -1.50], [2.08, 2.99, -2.50], [1.39, 2.96, -3.74], [2.32, 2.88, -3.46], [0.57, -1.53, -3.20], [-0.87, -2.35, -3.16], [-0.40, -1.51, -3.43], [-2.54, 0.76, -3.70], [-1.56, -0.32, -3.01], [-2.40, 0.20, -2.93]], "total_charge": 0, "multiplicity": 1, "homo_lumo_gap_ev": 8.64, "e_tot_ha": -1397.2172, "e_lumo_ev": 0.1}

=====

6.
{"formula": "C4H10NO", "method": "ωB97M-V/def2-TZVPD", "species": ["C", "C", "N", "C", "C", "O", "H", "H", "H", "H", "H", "H", "H", "H", "H", "H"], "positions_angstrom": [[-0.82, 1.93, 0.58], [-0.48, 0.56, -0.25], [0.94, 0.24, -0.67], [1.01, -1.25, -0.31], [-0.42, -1.81, 0.30], [-1.02, -0.49, 0.64], [0.06, 2.71, 0.59], [-1.09, 1.67, 1.71], [-1.79, 2.45, 0.14], [-1.03, 0.66, -1.28], [1.18, 0.21, -1.69], [1.70, 0.82, -0.24], [1.57, -1.93, -1.10], [1.69, -1.22, 0.67], [-0.29, -2.29, 1.36], [-1.21, -2.25, -0.44]], "total_charge": 1, "multiplicity": 1, "homo_lumo_gap_ev": 11.24, "smiles": "C[C@H]1[NH2+]CCO1", "e_tot_ha": -288.0488, "e_lumo_ev": -3.7}

=====

7.
{"formula": "C28H34Cl3GeN6O11PSTi", "method": "ωB97M-V/def2-TZVPD", "species": ["Ti", "O", "N", "C", "C", "C", "C", "C", "S", "H", "H", "H", "H", "N", "N", "H", "H", "H", "H", "Cl", "Ge", "Cl", "Cl", "O", "C", "O", "C", "C", "C", "C", "O", "C", "O", "C", "C", "H", "H", "H", "H", "H", "C", "P", "C", "C", "O", "H", "H", "H", "H", "H", "H", "H", "H", "H", "O", "C", "O", "C", "C", "C", "C", "C", "C", "N", "O", "O", "H", "H", "H", "H", "N", "C", "N", "C", "C", "O", "C", "C", "H", "H", "H", "H", "H", "H", "H", "H"], "positions_angstrom": [[0.00, 0.68, 0.94], [-0.60, 2.38, 0.68], [-1.21, 3.20, 1.52], [-1.64, 4.39, 1.05], [-2.34, 5.24, 1.85], [-2.62, 4.88, 3.18], [-2.16, 3.67, 3.64], [-1.45, 2.80, 2.81], [-0.87, 1.27, 3.32], [-1.35, 4.61, 0.03], [-2.67, 6.19, 1.45], [-3.15, 5.55, 3.83], [-2.33, 3.36, 4.66], [2.71, -1.89, -0.63], [3.30, -1.93, 0.67], [3.03, -1.07, -1.14], [1.71, -1.77, -0.50], [3.25, -1.02, 1.13], [4.28, -2.15, 0.55], [4.11, 1.15, 2.39], [1.92, 1.35, 2.99], [2.09, 3.03, 4.48], [1.92, -0.46, 4.41], [-1.01, -2.28, 0.39], [-0.33, -2.11, 1.40], [0.25, -0.97, 1.69], [-0.10, -3.22, 2.39], [-1.18, -3.81, 3.02], [-1.01, -4.82, 3.96], [0.28, -5.20, 4.22], [0.73, -6.17, 5.09], [2.15, -6.13, 5.03], [2.53, -5.21, 4.02], [1.37, -4.61, 3.58], [1.22, -3.61, 2.67], [-2.19, -3.48, 2.78], [-1.84, -5.28, 4.47], [2.54, -7.12, 4.78], [2.55, -5.80, 5.99], [2.06, -3.13, 2.19], [-3.20, 1.66, -1.20], [-3.38, 0.51, 0.20], [-4.04, -1.05, -0.45], [-4.70, 1.26, 1.21], [-2.17, 0.27, 1.05], [-4.10, 2.25, -1.31], [-3.01, 1.11, -2.12], [-2.34, 2.30, -1.00], [-4.67, -0.90, -1.33], [-4.62, -1.54, 0.33], [-3.18, -1.68, -0.68], [-5.61, 1.39, 0.63], [-4.34, 2.23, 1.56], [-4.90, 0.62, 2.07], [1.97, 2.98, 0.98], [2.07, 2.16, 0.06], [1.67, 0.89, 0.23], [2.57, 2.51, -1.26], [2.54, 1.57, -2.31], [2.94, 1.91, -3.58], [3.39, 3.22, -3.84], [3.46, 4.16, -2.79], [3.05, 3.80, -1.53], [3.76, 3.57, -5.14], [4.16, 4.74, -5.36], [3.67, 2.71, -6.05], [2.18, 0.57, -2.11], [2.92, 1.20, -4.39], [3.83, 5.15, -3.01], [3.09, 4.51, -0.71], [-0.46, 0.26, -1.06], [-0.16, -0.50, -1.89], [0.20, -1.31, -2.84], [0.64, -0.80, -4.14], [-0.54, -0.86, -5.10], [-1.08, -2.17, -5.18], [-1.51, -2.64, -3.91], [-0.38, -2.66, -2.90], [1.44, -1.45, -4.49], [1.02, 0.22, -4.04], [-0.24, -0.58, -6.11], [-1.32, -0.16, -4.75], [-1.91, -3.64, -4.07], [-2.32, -1.99, -3.53], [0.41, -3.34, -3.22], [-0.73, -2.95, -1.91]], "s2": 0.775, "total_charge": -1, "multiplicity": 2, "homo_lumo_gap_ev": [4.16, 6.11], "e_tot_ha": -7290.2498, "e_lumo_ev": [1.5, 1.5]}

=====

8.
{"formula": "C5H10BN", "method": "ωB97M-V/def2-TZVPD", "species": ["C", "B", "C", "C", "C", "N", "C", "H", "H", "H", "H", "H", "H", "H", "H", "H", "H"], "positions_angstrom": [[-1.54, -1.24, 0.00], [-0.09, -0.63, -0.02], [1.33, -1.36, -0.01], [2.27, -0.19, 0.00], [1.59, 0.95, 0.00], [0.20, 0.75, -0.01], [-0.70, 1.87, -0.01], [-1.91, -1.33, 1.02], [-1.58, -2.23, -0.44], [-2.26, -0.61, -0.53], [1.50, -2.00, 0.86], [1.51, -1.99, -0.88], [3.34, -0.29, 0.01], [1.97, 1.95, 0.01], [-0.14, 2.81, -0.04], [-1.36, 1.83, -0.88], [-1.32, 1.87, 0.89]], "total_charge": 0, "multiplicity": 1, "homo_lumo_gap_ev": 8.80, "smiles": "CB1CC=CN1C", "e_tot_ha": -276.1479, "e_lumo_ev": 0.8}

=====

Results for relative energy (zero: lowest compared OMol25 entry of this formula, charge and spin): 410.2; 61.5; 503.3; 35.4; 428.8; 300.0; 269.3; 0.0 (in kJ/mol, following the order of the records).